Here is C12H32Cl3CrN5O3P as an isolated structure at a distorted geometry from OMol25. Energies are from ωB97M-V/def2-TZVPD.

## Properties
Max |F|, Eh/bohr: 0.0984
HOMO energy (alpha / beta), eV: -8.27 / -8.26
Relative energy (zero: lowest compared OMol25 entry of this formula, charge and spin), eV: 0.617
LUMO level (alpha / beta), eV: -0.41 / -0.03
Spin multiplicity: 4

Atoms and positions in Å:
1 H 11.5973 17.2398 9.0072
2 C 8.0284 12.0679 11.8429
3 H 12.3166 11.5143 10.0194
4 H 15.5400 14.4988 13.4336
5 C 15.7205 14.8598 10.6514
6 H 7.2653 11.8095 12.5771
7 H 13.6716 18.1708 10.3963
8 H 11.4749 20.8568 13.6974
9 H 14.5452 17.0523 11.4098
10 O 12.2679 14.5038 12.5149
11 H 14.4036 13.1121 13.1393
12 H 5.8335 14.0499 11.4089
13 H 8.9141 11.9413 12.4654
14 H 11.5593 12.3886 11.4165
15 C 15.1688 13.7645 12.7187
16 H 9.9277 20.2580 13.8194
17 H 12.9782 17.5878 14.0879
18 H 15.6175 14.8326 9.5666
19 H 6.7944 14.8898 10.2751
20 C 8.8784 14.4702 11.8629
21 Cr 11.1510 14.3828 14.2016
22 O 10.9340 16.3990 13.8896
23 H 13.4604 13.5923 7.9230
24 H 11.0125 20.5644 15.2474
25 H 13.3423 19.1893 13.9242
26 H 12.7317 15.0571 8.3559
27 C 11.4512 16.6773 9.9294
28 H 16.1115 13.2395 12.5643
29 H 11.8194 13.4794 8.0721
30 H 6.5191 13.2492 9.8936
31 Cl 13.0570 14.9118 15.5794
32 N 11.3683 18.7123 14.0661
33 N 12.7139 16.2949 10.5674
34 N 12.6133 13.5711 9.9384
35 H 8.5522 15.4470 11.4736
36 H 12.8674 18.6101 15.5993
37 C 12.6982 18.5466 14.5244
38 H 12.9813 17.8382 11.9949
39 Cl 11.6660 11.7621 14.0092
40 C 6.6854 13.9115 10.7432
41 C 13.5447 17.4096 11.1661
42 C 10.9135 20.1116 14.2609
43 H 16.7292 14.6153 10.9844
44 H 10.8050 17.1859 10.6448
45 N 14.6225 14.4370 11.4891
46 Cl 9.4863 14.0604 15.8957
47 N 7.9323 13.5741 11.5335
48 P 12.9276 14.6662 11.2160
49 C 11.7991 12.4135 10.3535
50 O 9.8421 14.1750 12.5608
51 H 10.8667 12.4914 9.7943
52 H 10.9203 15.7294 9.8410
53 H 16.0007 15.8935 10.8535
54 H 9.5805 18.0134 13.4308
55 C 12.6589 13.9866 8.5477
56 C 10.5820 17.6204 13.6647
57 H 7.9662 11.3129 11.0592

Atomic forces in eV per Å
H -0.2 -0.1 0.0
C 0.4 1.6 2.0
H -0.1 -0.2 0.3
H -0.8 0.3 0.4
C 0.4 2.1 -0.2
H -0.5 0.3 -0.2
H -0.1 0.1 -0.1
H 0.7 -0.6 -0.6
H -0.4 0.0 0.4
O 0.0 -0.6 0.3
H 0.2 0.1 0.3
H 0.0 -0.7 0.0
H 0.4 -0.1 -0.5
H 0.4 0.0 0.0
C -0.7 0.7 0.1
H -0.4 -0.2 0.6
H 0.4 -0.5 1.1
H -0.2 -0.6 0.1
H 0.3 0.2 0.1
C -1.5 -1.4 0.4
Cr 0.8 -1.6 0.6
O -1.4 4.6 -1.4
H 0.8 -0.4 0.6
H -0.4 -1.1 0.5
H 0.1 0.7 0.5
H -0.6 0.0 0.4
C 0.4 -1.2 1.5
H -0.4 -0.6 -1.0
H -0.6 0.7 -0.2
H 0.0 -0.4 0.5
Cl -1.1 -0.3 -0.7
N -1.8 -0.1 0.0
N 1.7 -1.3 0.6
N -0.3 2.1 2.4
H 0.8 0.4 0.3
H -0.2 0.0 -0.1
C 1.4 -1.5 -1.5
H 0.4 0.1 0.2
Cl -0.4 1.7 0.0
C 1.4 1.1 0.5
C -1.2 -1.1 -1.0
C -0.8 0.1 -1.6
H -0.3 -1.9 -0.1
H 0.0 0.7 0.0
N 0.1 -0.4 0.5
Cl 0.9 0.5 -1.2
N -1.5 -2.5 -1.7
P 3.5 1.4 -2.0
C 0.1 0.2 -1.4
O -0.5 0.5 -0.2
H -0.4 -0.3 0.0
H -0.2 0.0 -1.0
H -0.8 1.1 -0.2
H 0.0 -0.9 -0.5
C -0.2 -1.0 -0.7
C 2.0 -0.6 3.6
H 0.2 0.9 -0.6